A 3-piece molecular cluster, C3H10O3S overall at a distorted geometry, computed with ωB97M-V/def2-TZVPD.

Kohn-Sham gap = 9.524 eV
total charge = 0
energy = -20249.6117 eV
SMILES = O=CCCS.O.O
lowest unoccupied orbital energy = 0.48 eV

Geometry as XYZ:
```
17
Properties=species:S:1:pos:R:3:lowdin_charge:R:1
O -3.20 -0.36 0.21 0.01
C -2.44 -0.24 -0.74 -0.24
C -1.03 -0.83 -0.79 -0.20
C 0.16 0.18 -0.68 -0.50
S 0.90 0.37 1.01 0.70
H -2.81 0.54 -1.55 0.15
H -0.91 -1.35 -1.74 0.10
H -0.97 -1.59 0.05 0.13
H 0.96 0.00 -1.34 0.05
H -0.12 1.14 -0.86 0.02
H 0.00 1.15 1.59 -0.18
H -2.73 0.54 2.04 0.04
H -2.02 1.23 3.21 0.04
O -2.06 0.36 2.77 -0.12
H 6.20 -0.32 -3.52 0.06
H 5.09 -0.90 -2.75 0.00
O 5.60 -0.12 -2.75 -0.05
```


One molecule with the formula C3H10O3SSi at a distorted geometry, computed with ωB97M-V/def2-TZVPD.

Kohn-Sham gap = 9.595 eV
total charge = 0
energy = -28128.7507 eV
lowest unoccupied orbital energy = 0.44 eV

Geometry as XYZ:
```
18
Properties=species:S:1:pos:R:3:lowdin_charge:R:1
C 0.40 -1.50 2.07 -0.14
C -0.57 -1.06 1.00 -0.33
C 0.05 0.10 0.18 -0.47
O -1.80 -0.25 -1.74 -0.41
O -0.98 3.37 -2.90 -0.22
O 0.27 0.94 -3.60 -0.40
Si 0.15 2.20 -2.77 0.26
S -1.16 0.92 -0.84 0.90
H 0.97 -2.38 1.66 0.09
H 1.21 -0.73 2.34 0.09
H -0.11 -1.73 3.08 0.10
H -1.50 -0.61 1.40 0.10
H -0.83 -1.87 0.18 0.14
H 0.74 -0.44 -0.45 0.09
H 0.51 0.69 0.85 0.04
H -1.95 3.34 -3.16 0.10
H -1.08 -0.76 -2.18 0.07
H 1.14 2.72 -1.86 -0.01
```